No. 1
115
Properties=species:S:1:pos:R:3:mulliken_charge:R:1 method="wB97M-V/def2-TZVPD" relative_energy_kj_mol=200.8 total_charge=+2 multiplicity=2 s2=0.765 homo_energy_ev="-12.94 / -12.93"
Re 0.6708 1.3545 -1.9021 -0.061
C -4.9358 2.0722 0.2817 -2.097
C -3.5094 1.8207 0.6723 0.126
C -2.9649 2.4850 1.7119 -1.354
C -1.6125 2.2488 2.1049 -0.168
N -0.8770 1.4060 1.4689 0.639
N -1.3970 0.7002 0.4117 -0.031
B -0.3120 -0.1944 -0.1092 -0.128
N 0.6980 -0.4520 1.0591 0.301
N 0.1867 -1.0370 2.1497 -0.229
C 0.9432 -1.1294 3.2168 0.099
C 2.2777 -0.6579 3.2108 -0.804
C 2.7848 -0.0238 2.1181 -0.020
C 4.1565 0.5711 2.0688 -1.719
C 1.9025 0.0867 1.0194 1.361
S 2.3874 0.9364 -0.4014 -0.238
C 0.3579 -1.7333 4.4821 2.157
C 1.0914 -3.0555 4.7610 -1.789
C 0.5870 -0.7686 5.6553 -1.565
C -1.1386 -1.9898 4.3321 -1.445
N -0.7133 -1.5292 -0.8018 0.578
N -1.1418 -2.4644 0.0357 -0.455
C -1.6197 -3.5876 -0.4568 -0.242
C -1.6603 -3.8062 -1.8471 -0.785
C -1.2206 -2.8432 -2.7124 0.057
C -1.3062 -2.9800 -4.1997 -1.794
C -0.7333 -1.6660 -2.1178 1.854
S -0.2982 -0.3239 -3.1151 -0.763
C -2.1193 -4.5963 0.5648 2.345
C -3.1881 -3.9161 1.4322 -1.445
C -0.9173 -5.0203 1.4188 -1.384
C -2.7276 -5.8292 -0.1027 -2.330
C -2.6855 0.8727 -0.0620 1.404
S -3.3060 0.0283 -1.3587 -0.407
C -1.0242 2.8774 3.3590 2.819
C 0.5040 2.8379 3.3265 -1.728
C -1.5299 2.0252 4.5355 -1.556
C -1.4910 4.3258 3.5428 -1.798
H -5.5745 2.0152 1.1627 0.450
H -5.2894 1.3610 -0.4572 0.389
H -5.0348 3.0786 -0.1289 0.344
H -3.5609 3.2008 2.2609 0.478
H 2.8852 -0.7679 4.0986 0.485
H 4.6969 0.3633 2.9891 0.480
H 4.0988 1.6529 1.9365 0.363
H 4.7316 0.1773 1.2296 0.279
H 2.1516 -2.8966 4.9656 0.335
H 1.0023 -3.7462 3.9221 0.260
H 0.6554 -3.5326 5.6390 0.518
H 1.6437 -0.5828 5.8476 0.400
H 0.1686 -1.2065 6.5613 0.537
H 0.0937 0.1906 5.4864 0.151
H -1.3354 -2.7760 3.6083 0.064
H -1.6709 -1.0943 4.0075 0.180
H -1.5451 -2.3022 5.2939 0.551
H -2.0689 -4.7285 -2.2345 0.682
H -1.6544 -3.9731 -4.4741 0.465
H -0.3388 -2.8053 -4.6708 0.309
H -2.0031 -2.2450 -4.6075 0.436
H -2.8231 -2.9815 1.8531 0.102
H -3.4721 -4.5806 2.2486 0.432
H -4.0827 -3.7016 0.8450 0.402
H -0.4294 -4.1491 1.8535 0.052
H -0.1846 -5.5665 0.8206 0.414
H -1.2491 -5.6744 2.2255 0.423
H -3.5785 -5.5724 -0.7364 0.502
H -3.0925 -6.5049 0.6701 0.415
H -1.9961 -6.3824 -0.6953 0.425
H 0.8753 1.8170 3.2310 0.244
H 0.8927 3.2590 4.2539 0.624
H 0.8926 3.4314 2.4962 0.111
H -1.2125 0.9857 4.4217 -0.282
H -2.6193 2.0425 4.6021 0.422
H -1.1317 2.4133 5.4735 0.543
H -1.2447 4.9382 2.6780 0.287
H -0.9930 4.7501 4.4152 0.481
H -2.5629 4.3941 3.7294 0.417
O 4.5996 0.9282 -2.6020 -0.621
S 3.5708 0.4254 -3.4526 1.165
O 3.6928 0.4387 -4.8742 -0.653
N 2.1641 1.4534 -3.1655 0.510
C 2.0297 2.4865 -4.1458 0.551
C 3.0408 3.0659 -4.8748 -0.457
C 2.7384 4.0389 -5.8502 -1.052
C 1.4559 4.4415 -6.0945 -0.916
C 0.3977 3.9042 -5.3247 0.559
C -0.9568 4.2790 -5.4455 -0.683
C -1.9002 3.7341 -4.6112 -1.101
C -1.5002 2.8206 -3.6312 0.079
N -0.2354 2.4573 -3.5040 0.360
C 0.7096 2.9504 -4.3439 0.374
C 3.1544 -1.2263 -2.9995 0.242
C 3.7194 -1.7894 -1.8618 -0.345
C 3.4889 -3.1283 -1.5885 -0.764
C 2.7216 -3.8913 -2.4597 -0.582
C 2.2064 -3.3306 -3.6214 -0.683
C 2.4294 -1.9925 -3.9057 -0.669
H 4.0737 2.7857 -4.7281 0.612
H 3.5557 4.4627 -6.4168 0.441
H 1.2391 5.1815 -6.8531 0.467
H -1.2398 5.0039 -6.1984 0.480
H -2.9427 4.0054 -4.6850 0.502
H -2.2074 2.3753 -2.9392 0.364
H 4.3586 -1.1898 -1.2319 0.592
H 3.9391 -3.5860 -0.7179 0.503
H 2.5620 -4.9418 -2.2541 0.504
H 1.6641 -3.9477 -4.3252 0.580
H 2.0840 -1.5509 -4.8313 0.607
C 1.6339 4.5565 -0.5222 -0.979
C 0.2584 4.0000 -0.2917 0.622
O -0.5919 4.5061 0.3699 -0.504
O 0.0024 2.8184 -0.9357 -0.439
H 1.5600 5.6355 -0.6363 0.420
H 2.1285 4.1158 -1.3868 0.107
H 2.2371 4.3582 0.3655 0.234

=====

No. 2
57
Properties=species:S:1:pos:R:3:mulliken_charge:R:1 method="wB97M-V/def2-TZVPD" relative_energy_kj_mol=275.0 total_charge=+2 multiplicity=1 homo_energy_ev=-13.40
Pt -1.2077 1.1054 0.1358 0.941
O -0.5673 2.0636 4.6869 -0.391
Cl -1.6545 2.7307 4.1085 1.623
O -2.0469 3.9280 4.6957 -0.408
O -1.0080 3.3779 2.5473 -0.337
O -2.6751 1.9046 3.6380 -0.443
N -4.1695 -2.1587 -0.5205 -0.313
C -2.9444 -1.6543 -0.5399 0.639
S -2.5116 -0.6524 0.8216 -0.552
N -2.1016 -1.9362 -1.5155 0.456
C -2.4279 -2.7986 -2.6247 -0.281
C -2.5201 -2.2588 -3.8987 -0.258
C -2.8217 -3.0928 -4.9653 -0.596
C -3.0339 -4.4479 -4.7507 -0.517
C -2.9310 -4.9789 -3.4723 -0.536
C -2.6184 -4.1551 -2.4001 -0.110
H -4.8203 -1.8683 0.1905 0.229
H -4.4563 -2.8474 -1.1982 0.228
H -1.1580 -1.5755 -1.4268 -0.154
H -2.3461 -1.2016 -4.0527 0.372
H -2.8924 -2.6846 -5.9641 0.399
H -3.2721 -5.0940 -5.5844 0.416
H -3.0806 -6.0373 -3.3095 0.410
H -2.5023 -4.5623 -1.4060 0.499
N -2.9314 1.6405 -2.3226 -0.365
C -2.2751 1.4022 -1.3996 0.518
H -3.4741 1.9024 -3.1233 0.272
C 3.9641 -1.3034 -1.0414 -0.943
N 3.0811 -1.4396 0.0962 0.121
C 3.4657 -2.2988 1.2241 -0.618
C 2.2769 -2.1525 2.1759 -0.619
N 1.2514 -1.6296 1.2735 -0.028
C 1.7787 -1.1206 0.1606 0.492
S 0.9086 -0.2484 -1.0332 -0.626
H 4.9321 -0.9262 -0.7091 0.292
H 3.5279 -0.6179 -1.7560 0.327
H 4.1125 -2.2724 -1.5224 0.317
H 4.4050 -1.9576 1.6555 0.391
H 3.5916 -3.3257 0.8714 0.331
H 2.4748 -1.4362 2.9761 0.282
H 1.9675 -3.0994 2.6100 0.358
H 0.3201 -1.3983 1.5720 0.141
F 3.1502 2.2931 -1.2990 0.029
C 3.4552 2.8463 -0.2526 0.891
F 3.9972 2.2051 0.6412 0.034
F 3.4871 4.0679 -0.1993 0.004
S 0.1661 2.6967 1.7749 0.799
O -0.1283 2.9981 0.3327 -0.791
O -0.0416 1.2233 1.8833 -0.783
N 1.5320 3.1666 2.2391 -0.161
S 1.9178 4.3562 3.3422 1.029
O 0.9321 4.4410 4.3562 -0.541
O 3.3043 4.1922 3.5918 -0.596
C 1.6963 5.9015 2.3516 0.722
F 1.9090 6.9314 3.1336 -0.179
F 2.5552 5.9253 1.3308 -0.228
F 0.4575 5.9315 1.8710 -0.187

=====

No. 3
31
Properties=species:S:1:pos:R:3:mulliken_charge:R:1 method="wB97M-V/def2-TZVPD" total_charge=-2 multiplicity=1 homo_energy_ev=-1.11
O 0.2397 -1.1686 -1.0186 -0.713
C -0.7309 -0.3479 -1.1906 0.723
O -1.8650 -0.7211 -1.5624 -0.952
C -0.4743 1.1337 -0.8899 -0.417
C -0.9232 1.4374 0.5353 -0.125
S -0.1347 2.9334 1.2883 -0.641
H -0.9991 1.7404 -1.6358 0.425
H 0.5790 1.3589 -1.0603 0.116
H -1.9999 1.6071 0.5636 0.071
H -0.7262 0.5786 1.1832 -0.186
H 1.3142 -0.2306 2.3905 0.400
H 0.4572 0.9393 2.9155 0.279
O 0.7566 0.0496 3.1493 -0.716
H -3.1621 0.4275 -1.7767 0.457
H -3.4808 1.8281 -1.2588 0.292
O -3.8201 1.1651 -1.8740 -0.723
H -0.4562 -2.8669 -1.4143 0.307
H -1.8786 -2.6377 -1.7016 0.374
O -1.2455 -3.3780 -1.6919 -0.763
H -1.0492 -2.2179 1.6023 0.341
H -0.5303 -1.4182 2.8156 0.385
O -1.1424 -2.1235 2.5578 -0.714
H 2.8512 -1.1249 0.3811 0.335
H 1.3559 -1.0652 0.3013 0.387
O 2.0935 -0.9601 0.9577 -0.781
H 2.8350 0.4651 -1.4662 0.337
H 1.7966 -0.7167 -1.7052 0.349
O 2.7233 -0.4181 -1.8436 -0.754
H 2.0816 2.5482 0.4725 0.178
H 2.6607 1.1769 0.7090 0.397
O 2.8738 2.0062 0.2669 -0.669

=====

The evaluated molecular weight for the records listed, in turn: 1083.25 870.11 230.24 g/mol.
The evaluated max |F| for the records listed, in turn: 0.0105 0.0314 0.0163 Eh/bohr.